(1)
Entry from the Open Molecules 2025 dataset: a 2-piece molecular cluster, C7H9N3 overall (wB97M-V/def2-TZVPD).

Values from the calculation:
Total charge ... 0
HOMO ... -8.9 eV
Relative energy (zero: lowest compared OMol25 entry of this formula, charge and spin) ... 125.34 kcal per mole
2S+1 ... 1
LUMO ... -0.021 eV
Total energy ... -11870.0550 eV

Positions of all 19 atoms, in Å:
C  -1.76  -0.44  -0.33
C  -1.92  1.84  0.07
C  0.14  1.04  -0.18
C  1.67  1.07  -0.11
C  2.16  -0.36  0.32
C  0.97  -1.14  -0.34
C  -0.28  -0.20  -0.48
H  -1.67  -2.23  0.53
H  -3.23  -1.69  0.87
H  -2.27  2.79  0.24
H  2.03  1.85  0.60
H  2.56  1.31  -0.96
H  2.16  -0.74  1.51
H  3.00  -0.89  -0.20
H  1.39  -1.28  -1.37
H  0.43  -2.07  0.21
N  -2.33  -1.65  -0.17
N  -2.40  0.61  0.06
N  -0.64  2.16  -0.27


(2)
Entry from the Open Molecules 2025 dataset: an isolated ion of composition C4H10NOS and charge +1 (wB97M-V/def2-TZVPD).

Values from the calculation:
Total charge ... +1
HOMO ... -14.4 eV
Relative energy (zero: lowest compared OMol25 entry of this formula, charge and spin) ... 77.47 kcal per mole
2S+1 ... 1
LUMO ... -3.989 eV
Total energy ... -18673.7467 eV

Positions of all 17 atoms, in Å:
C  2.29  0.74  0.33
O  2.35  -0.38  -0.55
C  1.21  -0.75  -1.18
S  -0.27  -1.15  -0.08
C  -1.18  0.42  0.14
C  -2.69  0.16  0.08
N  -3.33  -0.64  0.79
H  1.74  1.58  -0.13
H  3.31  1.05  0.51
H  1.83  0.46  1.28
H  0.80  0.00  -1.87
H  1.37  -1.69  -1.70
H  0.31  -1.30  1.12
H  -0.90  0.84  1.10
H  -0.84  1.08  -0.66
H  -3.23  0.77  -0.65
H  -2.77  -1.17  1.46


(3)
Entry from the Open Molecules 2025 dataset: a 2-piece molecular cluster, C11H23F4N5O9PS overall (wB97M-V/def2-TZVPD).

Values from the calculation:
Total charge ... +1
HOMO ... -12.6 eV
2S+1 ... 1
LUMO ... -4.823 eV
Total energy ... -68642.3754 eV

Positions of all 54 atoms, in Å:
C  2.13  1.73  2.51
N  2.01  1.73  1.04
C  1.02  0.95  0.41
N  0.00  1.61  -0.21
C  -0.63  2.62  0.64
C  -2.04  2.19  1.16
O  -2.20  0.78  1.12
C  -3.18  2.87  0.37
N  -3.74  3.96  1.20
P  0.38  2.22  -1.85
O  -1.09  2.57  -2.43
O  0.86  0.83  -2.55
N  1.06  -0.35  0.41
C  0.03  -1.21  -0.21
C  -0.80  -1.97  0.85
C  -0.73  -3.50  0.64
C  -1.09  -4.21  1.92
O  -0.29  -4.78  2.63
O  -2.43  -4.22  2.26
C  2.13  -1.09  1.10
F  3.33  -0.62  0.81
F  2.11  -2.36  0.72
F  1.91  -1.08  2.41
S  3.27  2.27  0.12
O  3.07  3.64  -0.15
O  3.41  1.42  -1.00
F  4.49  2.14  1.03
H  3.03  1.26  2.90
H  2.14  2.76  2.87
H  1.28  1.26  2.98
H  -0.80  3.53  0.06
H  -0.05  2.91  1.51
H  -2.11  2.48  2.21
H  -2.57  0.57  0.25
H  -3.98  2.15  0.20
H  -2.79  3.27  -0.56
H  -3.94  3.55  2.11
H  -4.65  4.18  0.82
H  -1.69  1.81  -2.44
H  1.48  1.07  -3.24
H  0.47  -1.90  -0.93
H  -0.68  -0.64  -0.78
H  -1.84  -1.70  0.72
H  -0.50  -1.69  1.85
H  0.22  -3.84  0.23
H  -1.48  -3.76  -0.10
H  -2.75  -3.32  2.32
C  1.70  -3.54  -4.04
N  0.50  -2.67  -3.94
O  0.12  -2.12  -4.94
O  -0.03  -2.57  -2.85
H  2.05  -3.53  -5.06
H  2.45  -3.13  -3.36
H  1.41  -4.54  -3.73